Computed, not measured: the ion C4H10Br2NSi with charge +1 at a distorted geometry, with the ωB97M-V functional and the def2-TZVPD basis.

Each line ends with the natural charge from an NBO analysis.
Atoms and positions in Å:
C  -0.013539  -1.725588  1.050096  -0.65
C  0.507073  -0.355264  0.697167  -0.31
Si  2.354335  -0.118991  1.261556  0.86
C  -0.090164  0.568408  -0.007074  -0.12
Br  0.955854  2.229151  -0.440487  0.00
C  -1.545957  0.878173  -0.576611  -0.17
N  -1.302222  0.728733  -2.096300  -0.70
Br  -3.022026  -0.219241  0.107191  0.15
H  -0.086166  -2.420970  0.192244  0.24
H  -0.873763  -1.632660  1.589266  0.24
H  0.779411  -2.148955  1.613939  0.22
H  2.859344  0.126496  -0.125192  -0.12
H  2.863461  -1.061835  2.180653  -0.13
H  2.133460  1.015262  2.154169  -0.14
H  -1.692271  1.981395  -0.471894  0.26
H  -2.117586  1.193612  -2.528535  0.45
H  -1.314442  -0.234660  -2.224390  0.44
H  -0.394802  1.196941  -2.375805  0.47

Force components x, y, z for each atom (eV/Å):
2.0 0.0 -1.9
0.9 -1.1 -0.1
-1.6 1.8 -1.3
-1.4 2.1 -0.3
-0.6 -0.6 0.0
2.8 0.4 0.6
-1.2 2.6 1.0
1.0 0.8 -0.8
-0.4 0.6 0.2
-2.4 -0.3 1.4
0.2 -0.8 1.0
0.7 -0.2 0.7
0.5 -1.4 0.2
0.4 0.6 -0.1
-0.4 -1.1 0.4
0.6 -0.5 -0.5
0.2 -2.3 -1.1
-1.0 -0.5 0.5

## Properties
SMILES   C/C([SiH3])=C(/Br)[C@@H]([NH3+])Br
E_HOMO   -0.499 Eh
E_tot   -153753.6524 eV
Total charge   +1
Relative energy (zero: lowest compared OMol25 entry of this formula, charge and spin)   11.5 kJ/mol

Computed, not measured: a cluster of 2 separate species, C6H12O in total, with the ωB97M-V functional and the def2-TZVPD basis.

Each line ends with the natural charge from an NBO analysis.
Atoms and positions in Å:
C  -2.492631  0.361791  -0.617138  -0.62
C  -1.912047  0.827546  0.716127  -0.61
C  0.304531  -1.458274  0.946432  -0.09
C  1.471966  -0.643056  0.923266  -0.44
C  2.517428  -0.992536  -0.188857  -0.36
C  1.841072  0.288704  -0.275164  0.11
O  0.952414  0.457162  -1.320286  -0.69
H  -1.718721  -0.058703  -1.270369  0.20
H  -3.244676  -0.418224  -0.462008  0.21
H  -2.976483  1.184829  -1.154580  0.20
H  -2.696276  1.206145  1.380017  0.21
H  -1.185463  1.641887  0.587268  0.18
H  -0.009598  -1.575514  -0.112017  0.10
H  -1.409932  0.002892  1.240439  0.23
H  1.928212  -0.343653  1.866895  0.21
H  2.221515  -1.759259  -0.897374  0.24
H  3.543529  -1.043823  0.159738  0.24
H  2.381642  1.181079  0.041572  0.19
H  0.261319  1.071266  -1.034082  0.48

Force components x, y, z for each atom (eV/Å):
0.0 0.0 -0.1
0.0 0.0 0.0
0.4 0.2 -0.3
-0.4 -0.1 0.5
0.1 0.0 -0.2
0.3 0.0 0.0
-0.1 0.2 0.1
-0.1 0.1 0.1
0.1 0.1 0.0
0.1 -0.1 0.1
0.1 0.0 -0.1
-0.1 -0.1 0.0
0.0 0.0 0.1
-0.1 0.2 -0.1
-0.1 0.0 -0.2
0.0 0.1 0.1
-0.2 0.0 0.0
-0.1 -0.1 0.0
0.1 -0.1 -0.1

## Properties
E_HOMO   -0.305 Eh
E_tot   -8459.3553 eV
Relative energy (zero: lowest compared OMol25 entry of this formula, charge and spin)   482.3 kJ/mol

Computed, not measured: a structure of composition BrFe at a distorted geometry, with the ωB97M-V functional and the def2-TZVPD basis.

Each line ends with the Mulliken spin population.
Atoms and positions in Å:
Fe  0.534035  1.939061  -19.452776  3.79
Br  0.607263  0.585108  -21.405945  1.21

Force components x, y, z for each atom (eV/Å):
0.1 -1.0 -1.4
-0.1 1.0 1.4

## Properties
E_HOMO (spin up / spin down)   -0.909 / -0.860 Eh
E_tot   -104403.8746 eV
Total charge   +2
Relative energy (zero: lowest compared OMol25 entry of this formula, charge and spin)   18.1 kJ/mol
2S+1   6

Computed, not measured: a cluster of 6 separate species, C37H61BCl2NO22P in total at a distorted geometry, with the ωB97M-V functional and the def2-TZVPD basis.

Each line ends with the Löwdin charge.
Atoms and positions in Å:
C  -0.696538  -6.867697  1.452244  -0.04
B  -1.256569  -6.316566  2.901203  -0.45
O  -1.960309  -7.272366  3.708811  0.05
C  -0.997455  -4.750931  3.359432  0.04
C  -1.910430  -3.726769  2.639182  0.00
C  -1.775945  -2.217670  2.961731  0.03
C  -0.712332  -1.778989  3.986653  -0.08
O  -0.674242  -0.349475  4.237884  -0.03
C  0.256345  -2.792616  4.730881  0.01
C  1.391958  -2.385911  5.776840  -0.11
C  2.008668  -0.920644  5.651566  -0.15
O  1.332844  -0.056618  6.603475  -0.08
C  1.901319  -0.119844  7.901271  -0.40
C  2.538587  1.223171  8.550352  0.00
O  1.922300  -1.139193  8.638673  0.05
C  0.085791  -4.337774  4.430845  -0.08
C  0.969956  -5.461589  5.178619  -0.60
Cl  -0.085887  -6.619951  6.187349  0.60
C  1.954282  -6.254509  4.169392  -0.66
C  2.562853  -5.226677  3.095570  -0.12
Cl  3.422806  -6.962961  5.077905  0.53
C  -2.828667  -1.426315  2.073905  -0.37
O  -2.877818  -0.212634  1.781802  0.05
N  -3.716647  -2.545275  1.630596  -0.17
P  -5.076873  -2.587837  2.816751  0.94
C  -5.588926  -0.802778  3.263022  -0.27
O  -4.583060  -3.270473  4.309099  -0.33
C  -3.077391  -3.898187  1.575260  -0.33
O  -3.423073  -4.890240  0.896025  0.09
H  -1.633584  -7.117700  0.828787  0.08
H  -0.045390  -7.799424  1.558237  0.08
H  -0.134124  -6.010818  0.948327  0.06
H  -2.470499  -6.772944  4.386349  0.10
H  -0.415997  0.081379  3.382685  0.12
H  1.011452  -2.662713  6.820238  0.14
H  2.283401  -3.099583  5.577880  0.11
H  3.119588  -0.980732  5.968412  0.14
H  1.936803  -0.445584  4.619779  0.14
H  3.597759  1.392773  8.166522  0.09
H  2.614176  1.042070  9.686163  0.09
H  1.830443  2.104301  8.408615  0.08
H  1.672519  -5.002190  5.971634  0.09
H  1.440524  -7.167668  3.700716  0.10
H  2.801038  -4.223897  3.598619  0.08
H  3.552609  -5.591914  2.630267  0.09
H  1.808971  -5.137705  2.235199  0.08
H  -4.865573  -0.439245  4.090811  0.06
H  -6.659770  -0.724509  3.643141  0.05
H  -5.445423  -0.078922  2.387708  0.05
H  -4.261510  -2.581339  4.945726  0.06
C  0.382569  4.608911  3.301949  -0.06
C  1.057550  3.600029  4.211967  -0.21
O  2.233218  3.055883  3.597796  0.03
C  3.315399  3.848931  3.614992  -0.57
O  3.380455  4.953671  4.101591  0.10
O  4.309280  3.213453  2.972134  0.01
C  5.496908  3.992252  2.829874  -0.03
H  0.185201  4.168550  2.320561  0.08
H  -0.560454  4.949210  3.734563  0.08
H  1.018631  5.481057  3.135981  0.07
H  0.381323  2.760919  4.391970  0.12
H  1.295052  4.034452  5.187799  0.13
H  5.836849  4.378430  3.793539  0.09
H  5.324022  4.809568  2.126863  0.10
H  6.275295  3.344738  2.424820  0.10
C  4.936045  7.239025  5.146100  -0.07
C  4.811260  7.595565  3.676779  -0.22
O  4.516588  8.988700  3.509417  0.04
C  5.556754  9.822920  3.661431  -0.59
O  6.694578  9.503674  3.912274  0.12
O  5.108608  11.081468  3.511957  0.00
C  6.100743  12.078872  3.748049  -0.05
H  4.044459  7.555124  5.694725  0.09
H  5.067327  6.164156  5.273130  0.06
H  5.787612  7.745757  5.606246  0.08
H  3.977991  7.043021  3.240044  0.10
H  5.710200  7.319470  3.116279  0.12
H  6.991932  11.904325  3.141095  0.10
H  6.356847  12.105313  4.809015  0.10
H  5.677656  13.044559  3.468669  0.09
C  -2.728541  -0.501669  -1.074798  -0.06
C  -2.799760  -1.595666  -2.123335  -0.20
O  -2.490064  -1.084632  -3.426940  0.03
C  -1.187113  -0.883658  -3.675141  -0.59
O  -0.275040  -1.100841  -2.912752  0.12
O  -1.071644  -0.371719  -4.912825  -0.01
C  0.262999  -0.016284  -5.268307  -0.05
H  -3.359709  0.344883  -1.360286  0.09
H  -3.053571  -0.873813  -0.110538  0.02
H  -1.711126  -0.117690  -0.970200  0.08
H  -3.819648  -1.983737  -2.173002  0.13
H  -2.146435  -2.437434  -1.873089  0.12
H  0.948641  -0.854580  -5.124368  0.09
H  0.585268  0.849284  -4.686257  0.10
H  0.268718  0.254716  -6.324989  0.09
C  -3.863410  0.086772  -7.677054  -0.06
C  -3.990116  0.449242  -9.144254  -0.21
O  -4.276745  1.844191  -9.308946  0.03
C  -3.231163  2.671386  -9.158310  -0.59
O  -2.094530  2.344741  -8.910578  0.11
O  -3.671804  3.932970  -9.304913  0.00
C  -2.672996  4.923671  -9.069786  -0.05
H  -4.751413  0.406413  -7.124400  0.08
H  -3.737934  -0.991095  -7.554449  0.08
H  -3.007742  0.586036  -7.217398  0.07
H  -4.828918  -0.097117  -9.581349  0.12
H  -3.094782  0.169210  -9.707535  0.12
H  -1.784351  4.744425  -9.679139  0.10
H  -2.414213  4.946960  -8.009366  0.10
H  -3.090690  5.892401  -9.346766  0.09
C  -2.927054  -4.553769  -12.094214  -0.07
C  -3.012705  -5.562702  -10.964514  -0.22
O  -1.822576  -5.547120  -10.167356  0.03
C  -1.721632  -4.529109  -9.298213  -0.59
O  -2.536547  -3.652266  -9.132294  0.11
O  -0.542426  -4.638369  -8.662750  0.00
C  -0.261828  -3.556975  -7.775631  -0.05
H  -2.018957  -4.712723  -12.682442  0.08
H  -3.794937  -4.635575  -12.751964  0.08
H  -2.881998  -3.532157  -11.710785  0.07
H  -3.096818  -6.568414  -11.382419  0.12
H  -3.897289  -5.397174  -10.342028  0.12
H  -1.077084  -3.403327  -7.064902  0.10
H  -0.072944  -2.646469  -8.347953  0.10
H  0.639761  -3.807537  -7.215230  0.09

Force components x, y, z for each atom (eV/Å):
-0.4 0.6 0.4
-0.2 -1.6 0.2
0.5 2.8 -1.1
-0.3 2.1 0.3
2.8 1.5 2.3
2.2 -2.7 1.4
-0.6 -1.5 -1.1
0.8 -2.3 -1.0
-2.0 -1.5 -1.9
0.2 -0.9 -1.2
0.3 -1.0 0.8
1.5 0.4 1.6
0.5 -1.5 2.9
-0.8 -0.7 0.2
-0.3 3.1 -3.5
-2.5 2.7 -1.7
0.8 0.7 -0.1
0.8 1.0 -0.9
0.0 0.4 -0.5
0.0 -0.5 -0.3
-1.3 0.5 -0.3
2.1 0.1 0.7
-0.3 -4.4 1.6
-0.4 1.8 0.3
-2.5 -1.5 0.2
1.7 1.0 0.4
0.4 2.3 -0.8
0.8 -1.6 0.4
1.1 4.3 2.8
1.5 0.3 0.8
-0.9 1.2 -0.2
-0.6 -1.4 0.4
0.6 -0.7 -0.3
-0.5 -0.5 0.9
0.7 0.9 -1.3
-1.5 1.1 0.2
-1.7 0.1 -0.7
-0.1 -0.7 1.5
-1.6 0.0 0.2
-0.1 0.1 -1.9
1.2 -1.0 -0.2
-1.4 -0.5 -1.4
0.7 1.5 0.6
-0.6 -1.4 -0.8
-1.7 0.3 0.9
1.1 0.3 1.4
-1.2 -0.3 -1.2
1.5 -0.6 -0.6
-0.2 -1.2 1.1
-0.1 -0.9 -0.6
0.2 0.2 -0.2
-0.6 0.3 0.2
0.6 0.0 0.1
-0.2 -0.1 -0.2
-0.1 -0.7 -0.2
-0.4 0.1 0.3
0.5 0.1 -0.1
-0.1 -0.1 0.1
0.1 -0.1 0.0
-0.1 -0.1 0.1
0.3 -0.1 -0.1
0.2 0.0 -0.2
-0.2 0.0 -0.1
0.0 0.0 0.2
-0.3 -0.1 0.0
0.3 0.3 0.3
0.0 -0.6 0.2
0.4 0.5 -0.2
-0.2 -0.2 0.2
-0.4 0.2 -0.2
0.1 -0.4 -0.1
0.2 0.4 0.0
0.0 -0.2 -0.1
-0.1 0.1 0.0
0.0 0.0 -0.2
0.0 0.4 0.0
0.0 0.3 0.1
-0.1 -0.1 0.2
0.1 -0.1 -0.1
-0.2 -0.2 0.0
0.2 0.1 -0.4
-0.1 0.0 0.7
0.5 -0.1 -0.4
-0.3 0.1 0.2
-0.3 0.0 -0.4
-0.1 -0.3 0.3
0.4 0.1 -0.3
-0.1 -0.1 0.1
-0.1 0.1 -0.5
0.0 -0.1 0.0
0.1 0.1 -0.3
0.1 0.2 -0.1
-0.1 0.1 0.2
0.1 -0.2 0.0
-0.3 0.0 0.1
0.1 0.2 0.2
0.1 -0.7 0.2
0.3 0.5 -0.2
-0.2 -0.2 0.2
-0.4 0.2 -0.2
0.1 -0.4 -0.1
0.2 0.4 0.0
0.0 -0.1 -0.1
0.0 0.1 -0.1
0.0 -0.1 -0.1
0.0 0.3 -0.1
0.0 0.2 0.1
-0.1 -0.1 0.2
0.1 -0.1 -0.1
-0.2 -0.2 0.0
0.2 0.3 0.0
-0.5 0.1 -0.4
0.1 0.2 0.5
0.1 0.0 -0.2
0.3 -0.4 0.0
-0.4 -0.1 -0.2
0.2 0.3 0.4
-0.1 -0.1 0.0
0.1 0.0 0.0
-0.1 -0.1 0.0
0.3 0.0 0.2
0.2 0.1 0.0
0.0 0.0 -0.2
-0.2 0.0 0.1
-0.1 -0.2 -0.2

## Properties
SMILES   CB(O)c1c2c(c(O)c(CCOC(C)=O)c1[C@@H](Cl)[C@@H](C)Cl)C(=O)N(P(C)O)C2=O.CCOC(=O)OC.CCOC(=O)OC.CCOC(=O)OC.CCOC(=O)OC.CCOC(=O)OC
E_HOMO   -0.336 Eh
E_tot   -120899.5566 eV